[1]
The following is a DFT calculation (wB97M-V/def2-TZVPD) of 3 unconnected molecules or ions with the total composition C17H46B2N2O8P.

Last column: Mulliken charge in e.
Atoms and positions in Å:
C -4.502 6.372 4.220  -0.5841
C -3.912 6.952 2.924  -0.5650
C -2.766 6.123 2.273  -0.2377
O -2.423 4.992 3.011  -0.5894
B -1.686 3.909 2.319  0.9962
C -0.083 3.812 2.718  -0.4180
B 0.731 5.131 2.701  0.6090
O 1.928 5.274 1.994  -0.5534
O 0.353 6.294 3.385  -0.5808
P -2.655 2.201 2.784  -0.0448
C -2.917 2.413 4.592  -0.7201
O -1.449 0.994 2.881  -0.5695
H -5.551 6.091 4.106  0.2775
H -4.452 7.090 5.042  0.2857
H -3.942 5.485 4.507  -0.1525
H -4.710 7.069 2.186  0.2760
H -3.540 7.961 3.120  0.3087
H -3.063 5.824 1.258  0.1907
H -1.892 6.781 2.160  0.1189
H -1.794 4.030 1.086  -0.3255
H 0.399 3.073 2.065  -0.0852
H -0.023 3.386 3.733  0.0771
H 1.905 4.813 1.153  0.2788
H 0.452 6.269 4.336  0.2584
H -3.648 1.705 4.986  0.3504
H -3.268 3.434 4.749  -0.0090
H -1.976 2.286 5.138  0.2047
H -1.455 0.576 2.011  0.3036
C -0.336 -2.645 -3.976  -0.9690
O 0.598 -1.752 -3.415  0.0306
C 0.724 -0.507 -4.094  -0.9869
C 0.186 0.625 -3.247  -0.1038
N -1.253 0.519 -3.094  -0.2909
C -1.841 1.464 -2.145  -1.1570
C -1.416 1.367 -0.689  0.3905
O -1.842 0.170 -0.050  -0.5255
C -1.014 -0.962 -0.192  -0.7997
H -0.228 -3.594 -3.451  0.1902
H -1.369 -2.298 -3.864  0.3888
H -0.145 -2.808 -5.042  0.3606
H 0.198 -0.549 -5.053  0.4002
H 1.787 -0.339 -4.290  0.3655
H 0.423 1.573 -3.740  0.3751
H 0.730 0.614 -2.291  0.1639
H -1.482 -0.421 -2.796  0.1308
H -2.925 1.341 -2.184  0.4308
H -1.625 2.480 -2.493  0.3965
H -1.890 2.181 -0.137  -0.1368
H -0.333 1.486 -0.558  0.1960
H 0.039 -0.681 -0.305  0.3236
H -1.295 -1.588 -1.048  0.3192
H -1.120 -1.562 0.714  0.4265
C 3.242 -7.299 0.775  -0.7232
O 2.193 -6.931 -0.092  -0.3638
C 1.497 -5.747 0.290  -0.9153
C 1.737 -4.631 -0.701  0.3291
N 3.117 -4.181 -0.654  -0.3400
C 3.473 -3.203 -1.673  -0.6628
C 3.406 -3.638 -3.131  -0.0799
O 4.387 -4.590 -3.513  -0.4827
C 4.052 -5.937 -3.264  -0.5755
H 3.598 -8.276 0.451  0.2410
H 4.077 -6.590 0.748  0.2985
H 2.897 -7.375 1.812  0.3462
H 1.810 -5.434 1.291  0.4301
H 0.430 -5.980 0.321  0.3680
H 1.084 -3.791 -0.444  0.1121
H 1.428 -4.990 -1.694  0.0346
H 3.733 -4.982 -0.718  0.1306
H 4.490 -2.858 -1.472  0.3656
H 2.811 -2.339 -1.559  0.2917
H 3.597 -2.754 -3.744  0.2879
H 2.405 -3.998 -3.398  0.1340
H 2.974 -6.107 -3.357  0.2514
H 4.361 -6.273 -2.268  0.2143
H 4.569 -6.548 -4.005  0.2879

- strongest force on any atom (eV/A) = 0.86
- net charge = -1
- 2S+1 = 1
- orbital gap (Eh) = 0.1907
- HOMO level (eV) = -3.079


[2]
The following is a DFT calculation (wB97M-V/def2-TZVPD) of a molecular structure, C17H46N8Na2O11 at a distorted geometry.

Last column: Mulliken charge in e.
Atoms and positions in Å:
Na 36.033 16.178 23.708  0.8384
Na 36.972 11.769 24.789  0.8590
C 38.182 14.383 24.643  0.6772
O 37.042 14.266 24.995  -1.0625
O 38.376 15.365 23.965  -0.7938
O 38.987 13.435 24.783  -0.3019
C 33.771 21.540 23.112  -0.7481
O 33.711 20.548 24.171  -0.3312
C 33.185 19.286 23.756  -0.5867
C 33.276 18.524 25.081  -0.6844
N 34.652 17.967 25.153  -0.1140
C 34.917 17.434 26.512  -1.0269
C 36.416 17.241 26.834  0.3246
O 37.103 18.454 27.147  -0.4716
C 38.487 18.223 27.208  -0.4878
H 34.519 21.289 22.360  0.2960
H 34.048 22.493 23.562  0.2485
H 32.832 21.690 22.580  0.2927
H 33.728 18.895 22.896  0.2385
H 32.171 19.521 23.433  0.4942
H 32.539 17.722 25.079  0.3835
H 33.026 19.190 25.907  0.3653
H 35.294 18.735 25.020  0.2746
H 34.567 16.403 26.465  0.3339
H 34.312 17.871 27.306  0.4770
H 36.834 16.781 25.939  -0.3461
H 36.564 16.484 27.605  0.3945
H 38.884 19.182 27.543  0.3521
H 38.929 18.014 26.234  0.2169
H 38.812 17.485 27.941  0.2665
C 38.913 9.788 18.442  -0.7819
O 39.262 10.609 19.498  -0.2642
C 38.972 10.166 20.814  -0.6058
C 39.267 11.392 21.774  -0.8032
N 38.892 11.105 23.143  0.2192
C 39.592 10.027 23.851  -0.3210
C 39.084 9.894 25.331  -0.5839
O 37.681 9.564 25.326  -0.3728
C 37.437 8.219 25.105  -0.7591
H 39.368 10.093 17.500  0.2419
H 37.831 9.700 18.339  0.2971
H 39.350 8.806 18.623  0.3105
H 39.662 9.380 21.119  0.4046
H 37.918 9.933 20.964  0.2938
H 38.609 12.204 21.463  0.3468
H 40.268 11.786 21.601  0.3490
H 39.017 11.959 23.666  0.0443
H 40.666 10.209 23.890  0.3021
H 39.485 9.055 23.368  0.4342
H 39.253 10.841 25.842  -0.0177
H 39.649 9.129 25.864  0.5240
H 37.685 7.698 26.030  0.2917
H 37.982 7.836 24.242  0.3081
H 36.359 8.130 24.973  0.2628
C 42.664 12.550 24.522  0.4840
O 43.786 12.145 24.278  -0.7383
N 41.995 13.469 23.853  0.0303
N 41.940 12.021 25.479  -0.1476
H 42.532 13.822 23.074  0.1415
H 41.012 13.621 24.029  -0.0248
H 41.048 12.417 25.740  0.0371
H 42.311 11.292 26.071  0.1857
C 38.002 13.807 28.509  0.4863
O 37.976 13.833 29.713  -0.7391
N 39.098 13.716 27.757  -0.0895
N 36.854 13.891 27.853  -0.2434
H 39.114 13.688 26.748  -0.1570
H 39.961 13.816 28.272  0.1856
H 36.799 13.857 26.845  0.1869
H 35.996 14.018 28.370  0.1906
C 41.439 16.732 25.381  0.3603
O 42.617 17.101 25.566  -0.7784
N 40.925 15.652 25.903  0.1864
N 40.571 17.374 24.679  -0.1484
H 40.064 15.383 25.449  -0.2938
H 41.481 15.046 26.489  0.1675
H 40.843 18.236 24.228  0.1871
H 39.731 16.907 24.366  -0.0065
C 40.349 15.764 21.037  -0.2723
O 39.015 15.407 21.328  -0.6093
H 40.573 16.820 21.187  0.2845
H 40.959 15.296 21.810  -0.1609
H 40.817 15.556 20.075  0.3240
H 38.910 15.444 22.281  0.4724

- strongest force on any atom (eV/A) = 9.20
- 2S+1 = 1
- orbital gap (Eh) = 0.2875
- HOMO level (eV) = -8.815
- energy relative to the best compared isomer or geometry (same formula, charge and spin) (eV) = 2.316


[3]
The following is a DFT calculation (wB97M-V/def2-TZVPD) of 4 unconnected molecules or ions with the total composition C17H47ClNO14P3Si at a distorted geometry.

Last column: Mulliken charge in e.
Atoms and positions in Å:
C -1.496 -2.869 6.099  -1.2149
Si -1.719 -1.687 4.650  0.5767
C -3.565 -1.676 4.216  -0.8912
C -0.826 -2.363 3.132  -1.0166
O -1.082 -0.163 4.897  -0.3083
C -1.403 0.450 6.141  -0.5896
C -2.597 1.414 6.039  -0.6257
N -3.753 0.863 6.757  -0.3659
C -5.030 1.130 6.123  -0.3024
C -6.050 0.139 6.673  -0.6756
O -7.369 0.629 6.455  -0.3628
C -8.151 -0.236 5.729  -0.2572
Cl -7.772 -0.182 3.961  -0.2068
H -1.246 -3.871 5.753  0.3991
H -2.458 -2.960 6.609  0.3391
H -0.773 -2.549 6.848  0.3487
H -3.948 -0.656 4.212  0.0956
H -4.127 -2.316 4.897  0.2305
H -3.735 -2.090 3.223  0.4489
H -0.380 -1.512 2.615  0.1103
H -0.027 -3.003 3.501  0.3156
H -1.505 -2.858 2.446  0.3662
H -1.524 -0.251 6.971  0.3728
H -0.543 1.072 6.401  0.2855
H -2.816 1.628 4.991  0.3150
H -2.315 2.337 6.548  0.4504
H -3.641 -0.126 6.929  0.2571
H -5.013 1.039 5.029  0.2505
H -5.392 2.134 6.350  0.3411
H -5.898 -0.853 6.245  0.2921
H -5.846 0.061 7.744  0.3526
H -8.064 -1.265 6.070  0.3329
H -9.177 0.100 5.826  0.3241
C 3.747 -1.254 -2.780  -0.7351
O 3.750 -0.446 -1.601  -0.3800
P 2.797 -0.984 -0.379  0.9968
O 3.065 -2.429 -0.295  -0.7058
O 1.398 -0.661 -1.143  -0.2488
C 1.191 0.618 -1.775  -0.5771
O 2.151 -0.675 1.123  -0.1360
C 2.407 0.626 1.698  -0.6653
H 4.544 -1.993 -2.722  0.2722
H 2.794 -1.756 -2.934  0.3916
H 3.934 -0.599 -3.632  0.2226
H 1.104 0.474 -2.850  0.2366
H 2.010 1.311 -1.577  0.3352
H 0.263 1.047 -1.405  0.2049
H 2.016 1.420 1.057  0.3236
H 3.477 0.775 1.852  0.3151
H 1.906 0.671 2.662  0.1645
C -2.628 4.139 -4.282  -0.6762
O -3.352 3.173 -3.517  -0.4198
P -2.756 1.646 -3.564  1.1050
O -1.301 1.805 -3.395  -0.6106
O -3.193 1.433 -5.128  -0.3336
C -4.518 1.763 -5.561  -0.7694
O -2.942 0.025 -3.247  -0.2384
C -4.164 -0.431 -2.626  -0.6737
H -1.869 4.607 -3.659  0.2543
H -2.161 3.698 -5.160  0.3533
H -3.344 4.894 -4.604  0.2511
H -4.466 2.594 -6.265  0.2657
H -5.167 2.049 -4.734  0.3618
H -4.945 0.897 -6.065  0.2628
H -5.031 -0.191 -3.248  0.2975
H -4.285 0.016 -1.639  0.3242
H -4.098 -1.509 -2.515  0.2359
C 9.747 -0.457 -7.505  -0.6714
O 9.413 -0.135 -6.154  -0.4125
P 8.425 -1.202 -5.400  1.1584
O 8.964 -2.528 -5.738  -0.6946
O 7.110 -0.811 -6.291  -0.3331
C 6.756 0.563 -6.492  -0.7579
O 7.519 -1.537 -4.053  -0.2155
C 7.401 -0.523 -3.029  -0.6404
H 10.660 -1.048 -7.527  0.2609
H 8.947 -1.001 -8.005  0.3475
H 9.914 0.484 -8.028  0.2503
H 6.861 0.806 -7.550  0.2685
H 7.384 1.242 -5.916  0.3840
H 5.717 0.702 -6.196  0.2472
H 6.946 0.383 -3.438  0.2918
H 8.381 -0.289 -2.609  0.3535
H 6.766 -0.912 -2.238  0.1706

- strongest force on any atom (eV/A) = 6.17
- structure (SMILES) = C[Si](C)(C)OCCNCCOCCl.COP(=O)(OC)OC.COP(=O)(OC)OC.COP(=O)(OC)OC
- 2S+1 = 1
- orbital gap (Eh) = 0.3010
- HOMO level (eV) = -9.063